No. 1
Formula: C29H42N7O2PdSb
Source: the OMol25 dataset
Level of theory: ωB97M-V with the def2-TZVPD basis set

Cartesian coordinates (Å):
Pd (0.32, 0.13, 0.27)
C (-2.25, 0.14, -2.01)
C (-2.70, 0.02, -0.52)
C (-4.10, 0.55, -0.44)
C (-4.45, 1.61, 0.33)
C (-3.47, 2.26, 1.08)
C (-2.12, 1.84, 1.00)
N (-1.73, 0.83, 0.27)
Sb (-0.72, 2.94, 2.25)
C (-0.08, 1.14, 3.24)
C (-0.12, 1.10, 4.62)
C (0.15, -0.10, 5.27)
C (0.42, -1.21, 4.51)
C (0.45, -1.11, 3.12)
C (0.68, -2.35, 2.29)
N (0.23, 0.06, 2.51)
C (0.88, 3.10, 0.82)
C (1.65, 4.24, 0.90)
C (2.57, 4.51, -0.11)
C (2.62, 3.66, -1.20)
C (1.81, 2.54, -1.24)
C (1.75, 1.69, -2.48)
N (1.00, 2.24, -0.21)
H (-2.98, -0.35, -2.65)
H (-1.28, -0.34, -2.14)
H (-2.19, 1.20, -2.29)
H (-4.84, 0.06, -1.06)
H (-5.47, 1.96, 0.35)
H (-3.72, 3.11, 1.70)
H (-0.38, 1.99, 5.19)
H (0.13, -0.16, 6.35)
H (0.60, -2.17, 4.97)
H (0.13, -3.19, 2.71)
H (1.74, -2.63, 2.30)
H (0.36, -2.24, 1.26)
H (1.53, 4.92, 1.73)
H (3.21, 5.38, -0.06)
H (3.28, 3.87, -2.03)
H (2.70, 1.70, -3.00)
H (1.00, 2.12, -3.15)
H (1.45, 0.67, -2.26)
N (2.60, -0.41, 0.37)
C (2.99, -1.26, -0.77)
C (4.20, -2.13, -0.38)
C (4.83, -3.11, -1.37)
C (5.04, -2.65, -2.81)
N (3.78, -2.81, -3.53)
C (3.43, -2.24, -4.67)
N (2.15, -2.26, -5.04)
N (4.35, -1.63, -5.44)
C (1.72, -1.97, -1.29)
O (1.75, -3.17, -1.58)
O (0.72, -1.20, -1.45)
H (3.17, 0.43, 0.43)
H (2.76, -0.92, 1.24)
H (3.27, -0.58, -1.58)
H (3.92, -2.70, 0.51)
H (4.97, -1.43, -0.06)
H (4.26, -4.04, -1.39)
H (5.81, -3.38, -0.97)
H (5.81, -3.27, -3.28)
H (5.37, -1.61, -2.87)
H (3.03, -3.24, -2.99)
H (1.44, -2.56, -4.39)
H (1.86, -1.95, -5.95)
H (5.32, -1.85, -5.31)
H (4.09, -1.25, -6.33)
C (-2.89, -3.77, 0.51)
C (-3.62, -2.49, 0.07)
C (-4.65, -2.13, 1.16)
C (-4.34, -2.79, -1.25)
C (-2.57, -1.43, -0.10)
H (-3.60, -4.60, 0.60)
H (-2.42, -3.63, 1.49)
H (-2.12, -4.06, -0.21)
H (-5.32, -2.98, 1.32)
H (-5.26, -1.28, 0.88)
H (-4.15, -1.90, 2.11)
H (-5.04, -3.62, -1.12)
H (-3.63, -3.08, -2.03)
H (-4.92, -1.94, -1.61)
H (-1.54, -1.79, -0.12)

The max |F| is 0.57 eV Å⁻¹. Its spin multiplicity is 5. The calculation puts the HOMO-LUMO gap (alpha / beta) at 7.57 / 7.78 eV. Its charge is +2. Its lowest unoccupied orbital energy (alpha / beta) is -4.750 / -6.380 eV.

In elementary charge units, the Mulliken charges are:
1 Pd 0.346
2 C -1.391
3 C 3.056
4 C -1.794
5 C -0.447
6 C -1.039
7 C -0.081
8 N 0.911
9 Sb 0.892
10 C -0.182
11 C -0.849
12 C -0.465
13 C -0.896
14 C 0.992
15 C -1.553
16 N 0.584
17 C -0.109
18 C -0.756
19 C -0.607
20 C -0.784
21 C 0.684
22 C -1.025
23 N 0.519
24 H 0.432
25 H -0.063
26 H 0.413
27 H 0.511
28 H 0.509
29 H 0.458
30 H 0.488
31 H 0.439
32 H 0.529
33 H 0.547
34 H 0.325
35 H 0.161
36 H 0.447
37 H 0.442
38 H 0.506
39 H 0.416
40 H 0.372
41 H -0.123
42 N -0.379
43 C 0.582
44 C -0.938
45 C -1.157
46 C -0.879
47 N -0.124
48 C 0.884
49 N -0.362
50 N -0.399
51 C 0.108
52 O -0.843
53 O -0.205
54 H 0.289
55 H 0.260
56 H 0.126
57 H 0.323
58 H 0.448
59 H 0.365
60 H 0.482
61 H 0.558
62 H 0.445
63 H 0.188
64 H 0.205
65 H 0.205
66 H 0.232
67 H 0.221
68 C -1.838
69 C 2.099
70 C -1.554
71 C -1.625
72 C -2.449
73 H 0.485
74 H 0.295
75 H 0.418
76 H 0.458
77 H 0.389
78 H 0.318
79 H 0.485
80 H 0.326
81 H 0.284
82 H 0.464



No. 2
Formula: C4H7N3
Source: the OMol25 dataset
Level of theory: ωB97M-V with the def2-TZVPD basis set

Cartesian coordinates (Å):
C (1.23, 1.02, -0.79)
C (0.79, 0.63, 0.62)
N (0.29, -0.73, 0.81)
C (-1.04, -0.99, 0.49)
N (-1.78, -1.70, 1.24)
C (-1.54, -0.41, -0.77)
N (-1.86, 0.01, -1.80)
H (1.72, 2.00, -0.76)
H (0.40, 1.08, -1.49)
H (1.96, 0.31, -1.19)
H (0.01, 1.30, 0.98)
H (1.62, 0.75, 1.33)
H (0.92, -1.47, 0.51)
H (-2.71, -1.80, 0.83)

The max |F| is 1.14 eV Å⁻¹. The calculation puts the HOMO-LUMO gap at 10.11 eV. Its charge is 0. Its lowest unoccupied orbital energy is 0.246 eV. The structure (SMILES) is [H]/N=C(\C#N)NCC.

In elementary charge units, the Mulliken charges are:
1 C -0.962
2 C -0.518
3 N -0.247
4 C 0.294
5 N -0.597
6 C 0.360
7 N -0.412
8 H 0.330
9 H 0.305
10 H 0.273
11 H 0.311
12 H 0.331
13 H 0.267
14 H 0.265



No. 3
Formula: C18H22NS2
Source: the OMol25 dataset
Level of theory: ωB97M-V with the def2-TZVPD basis set

Cartesian coordinates (Å):
S (-3.25, -0.93, 1.43)
S (0.17, -0.65, -0.02)
C (-1.15, -3.73, 3.29)
C (0.12, -3.57, 2.76)
C (-4.37, 0.40, -2.21)
C (-3.33, 1.13, -2.62)
C (-2.06, -2.83, 2.73)
C (0.49, -2.70, 1.76)
C (-4.21, -0.31, -1.00)
C (-2.10, 1.18, -1.88)
C (-1.76, -1.89, 1.76)
C (-0.40, -1.79, 1.19)
C (-3.17, -0.14, -0.10)
C (-2.09, 0.72, -0.51)
C (1.56, 2.14, 0.89)
C (0.13, 2.05, 0.21)
C (3.46, 2.17, -1.51)
C (3.28, -0.31, -1.54)
C (2.65, 1.05, 0.50)
C (-0.83, 0.81, 0.31)
N (2.70, 0.95, -1.00)
H (-1.43, -4.64, 3.92)
H (0.89, -4.21, 3.11)
H (-5.27, 0.26, -2.76)
H (-3.36, 1.59, -3.63)
H (-3.12, -2.89, 2.93)
H (1.44, -2.88, 1.28)
H (-4.94, -1.07, -0.83)
H (-1.15, 1.48, -2.45)
H (1.52, 2.11, 1.91)
H (1.99, 3.13, 0.69)
H (0.36, 2.02, -0.87)
H (-0.54, 2.96, 0.53)
H (4.37, 2.42, -0.89)
H (2.81, 3.04, -1.51)
H (3.72, 1.99, -2.67)
H (4.10, -0.64, -0.91)
H (3.56, -0.28, -2.49)
H (2.58, -1.19, -1.60)
H (2.38, 0.05, 0.95)
H (3.70, 1.20, 0.83)
H (-1.16, 0.76, 1.38)
H (1.72, 1.02, -1.36)

The max |F| is 4.81 eV Å⁻¹. The calculation puts the HOMO-LUMO gap at 7.77 eV. Its charge is +1. Its lowest unoccupied orbital energy is -2.631 eV. The structure (SMILES) is C[NH+](C)CCC[C@@H]1Sc2ccccc2Sc2ccccc21.

In elementary charge units, the Mulliken charges are:
1 S -0.319
2 S 0.018
3 C -0.889
4 C -0.489
5 C -0.711
6 C -0.496
7 C -0.681
8 C -0.777
9 C -0.435
10 C -0.408
11 C 0.508
12 C 0.932
13 C 0.140
14 C 0.402
15 C -0.955
16 C -1.273
17 C -0.735
18 C -0.853
19 C -0.815
20 C 0.473
21 N 0.125
22 H 0.318
23 H 0.370
24 H 0.424
25 H 0.329
26 H 0.358
27 H 0.359
28 H 0.437
29 H 0.179
30 H 0.592
31 H 0.445
32 H 0.235
33 H 0.311
34 H 0.332
35 H 0.355
36 H 0.327
37 H 0.436
38 H 0.450
39 H 0.260
40 H 0.334
41 H 0.573
42 H 0.688
43 H 0.127



No. 4
Formula: C35H32IrN9O2S2
Source: the OMol25 dataset
Level of theory: ωB97M-V with the def2-TZVPD basis set

Cartesian coordinates (Å):
Ir (0.46, -0.50, -0.40)
C (-1.82, 1.30, -0.25)
N (-0.79, 0.96, -1.28)
C (0.05, 2.12, -1.71)
C (1.38, 1.57, -2.15)
N (1.82, 0.42, -1.67)
C (3.04, 0.17, -2.27)
C (3.95, -0.87, -2.09)
C (5.11, -0.81, -2.84)
C (5.37, 0.24, -3.73)
C (4.49, 1.28, -3.89)
C (3.33, 1.22, -3.13)
N (2.24, 2.09, -3.03)
C (-2.15, 0.05, 0.49)
N (-1.40, -1.03, 0.35)
C (-2.00, -2.04, 1.12)
C (-1.71, -3.39, 1.26)
C (-2.53, -4.13, 2.09)
C (-3.63, -3.56, 2.75)
C (-3.95, -2.23, 2.58)
C (-3.12, -1.49, 1.75)
N (-3.18, -0.16, 1.32)
H (-2.69, 1.76, -0.71)
H (-1.38, 2.02, 0.44)
H (-1.23, 0.50, -2.07)
H (0.25, 2.70, -0.81)
H (-0.44, 2.75, -2.44)
H (3.79, -1.67, -1.38)
H (5.85, -1.60, -2.73)
H (6.30, 0.23, -4.29)
H (4.69, 2.10, -4.58)
H (2.12, 2.97, -3.52)
H (-0.90, -3.85, 0.71)
H (-2.34, -5.19, 2.22)
H (-4.24, -4.18, 3.38)
H (-4.83, -1.79, 3.05)
H (-3.92, 0.50, 1.52)
C (-0.20, -2.26, 12.28)
O (-0.62, -1.62, 11.06)
C (0.22, -1.48, 10.07)
C (-0.30, -0.80, 8.93)
C (0.48, -0.59, 7.84)
C (1.82, -1.06, 7.85)
C (2.34, -1.70, 8.99)
C (1.55, -1.94, 10.08)
N (2.72, -0.86, 6.84)
N (2.46, -0.29, 5.80)
C (2.05, 0.04, 4.61)
C (2.00, 1.41, 4.22)
C (1.57, 1.76, 2.97)
C (1.22, 0.79, 2.02)
O (0.77, 1.12, 0.83)
C (1.43, -0.57, 2.32)
N (1.26, -1.47, 1.30)
C (1.41, -2.76, 1.56)
C (1.74, -3.25, 2.83)
C (1.94, -2.36, 3.86)
C (1.79, -0.99, 3.61)
H (-1.08, -2.27, 12.91)
H (0.59, -1.68, 12.75)
H (0.12, -3.28, 12.08)
H (-1.32, -0.44, 8.99)
H (0.10, -0.04, 6.99)
H (3.38, -2.01, 8.97)
H (1.96, -2.43, 10.95)
H (2.30, 2.15, 4.95)
H (1.52, 2.80, 2.68)
H (1.31, -3.43, 0.72)
H (1.85, -4.31, 2.97)
H (2.23, -2.72, 4.84)
S (0.90, -2.47, -1.65)
C (-0.43, -3.12, -2.49)
N (-0.36, -4.21, -3.21)
C (-1.61, -4.73, -3.78)
C (-2.54, -3.52, -3.86)
S (-2.01, -2.42, -2.51)
H (0.51, -4.74, -3.27)
H (-2.01, -5.50, -3.12)
H (-1.43, -5.15, -4.76)
H (-3.58, -3.79, -3.72)
H (-2.43, -2.98, -4.80)

The max |F| is 0.86 eV Å⁻¹. Its spin multiplicity is 2. The calculation puts the HOMO-LUMO gap (alpha / beta) at 6.46 / 6.86 eV. Its charge is +3. Its lowest unoccupied orbital energy (alpha / beta) is -7.762 / -8.311 eV.

In elementary charge units, the Mulliken charges are:
1 Ir 1.932
2 C -0.854
3 N -0.863
4 C -0.749
5 C 0.154
6 N 0.139
7 C 0.575
8 C -0.470
9 C -0.850
10 C -0.546
11 C -1.057
12 C 0.532
13 N -0.050
14 C 0.000
15 N 0.559
16 C 0.268
17 C -0.207
18 C -0.980
19 C -0.546
20 C -1.214
21 C 0.598
22 N 0.018
23 H 0.711
24 H 0.265
25 H 0.465
26 H 0.211
27 H 0.632
28 H 0.411
29 H 0.437
30 H 0.424
31 H 0.445
32 H 0.240
33 H 0.423
34 H 0.477
35 H 0.454
36 H 0.481
37 H 0.276
38 C -0.851
39 O -0.366
40 C 0.759
41 C -0.996
42 C -0.075
43 C 0.437
44 C -0.463
45 C -0.398
46 N -1.249
47 N 0.778
48 C 0.638
49 C -1.148
50 C -0.958
51 C 0.068
52 O -0.511
53 C 0.649
54 N -0.301
55 C -0.251
56 C -1.338
57 C -0.534
58 C 0.344
59 H 0.241
60 H 0.381
61 H 0.370
62 H 0.453
63 H 0.397
64 H 0.472
65 H 0.470
66 H 0.555
67 H 0.570
68 H 0.776
69 H 0.522
70 H 0.483
71 S -0.368
72 C 0.435
73 N -0.215
74 C -0.599
75 C -0.564
76 S -0.036
77 H 0.259
78 H 0.299
79 H 0.354
80 H 0.439
81 H 0.335



No. 5
Formula: C27H33FeIN4OS
Source: the OMol25 dataset
Level of theory: ωB97M-V with the def2-TZVPD basis set

Cartesian coordinates (Å):
Fe (1.21, 0.73, 0.61)
N (3.29, -2.07, -2.34)
C (2.99, -1.08, -1.40)
S (2.60, -1.59, 0.19)
N (3.06, 0.14, -1.87)
N (2.77, 1.08, -0.89)
C (3.47, 2.14, -0.93)
C (3.49, 3.17, 0.10)
C (4.10, 4.39, -0.21)
C (4.26, 5.40, 0.72)
C (3.81, 5.16, 2.03)
C (3.23, 3.96, 2.37)
C (3.03, 2.91, 1.42)
O (2.49, 1.80, 1.80)
H (2.87, -2.95, -2.10)
H (3.14, -1.77, -3.29)
H (4.17, 2.25, -1.77)
H (4.44, 4.55, -1.23)
H (4.72, 6.34, 0.45)
H (3.93, 5.93, 2.79)
H (2.87, 3.77, 3.38)
I (-0.07, 4.08, -0.88)
C (-0.10, 2.53, 0.70)
H (-1.18, 2.34, 0.75)
H (0.15, 3.14, 1.57)
C (-3.39, -3.73, 2.89)
C (-2.22, -2.77, 2.84)
C (-1.46, -2.55, 3.97)
C (-0.40, -1.62, 3.90)
C (0.46, -1.36, 5.11)
C (-0.13, -0.98, 2.72)
C (-0.86, -1.20, 1.50)
C (-1.94, -2.12, 1.64)
N (-0.47, -0.54, 0.41)
C (-1.14, -0.67, -0.88)
C (-2.60, -0.16, -0.84)
C (-3.25, -0.24, -2.23)
C (-2.48, 0.66, -3.19)
C (-1.02, 0.18, -3.28)
C (-1.00, -1.25, -3.82)
C (-1.75, -2.16, -2.84)
C (-3.20, -1.69, -2.72)
C (-1.07, -2.10, -1.46)
C (-0.40, 0.22, -1.88)
H (-3.39, -4.30, 3.83)
H (-3.35, -4.44, 2.07)
H (-4.34, -3.20, 2.82)
H (-1.67, -3.07, 4.90)
H (0.03, -1.81, 6.00)
H (0.59, -0.29, 5.28)
H (1.46, -1.78, 4.97)
H (0.69, -0.27, 2.70)
H (-2.59, -2.34, 0.81)
H (-2.58, 0.88, -0.49)
H (-3.20, -0.72, -0.11)
H (-4.29, 0.09, -2.17)
H (-2.50, 1.69, -2.82)
H (-2.94, 0.65, -4.19)
H (-0.46, 0.84, -3.94)
H (0.03, -1.59, -3.93)
H (-1.48, -1.28, -4.81)
H (-1.72, -3.19, -3.21)
H (-3.74, -2.34, -2.01)
H (-3.71, -1.79, -3.69)
H (-0.01, -2.36, -1.54)
H (-1.52, -2.83, -0.80)
H (-0.40, 1.25, -1.51)
H (0.65, -0.11, -1.94)

The max |F| is 0.45 eV Å⁻¹. Its spin multiplicity is 5. The calculation puts the HOMO-LUMO gap (alpha / beta) at 5.32 / 5.48 eV. Its charge is -2. Its lowest unoccupied orbital energy (alpha / beta) is 4.475 / 4.464 eV.

In elementary charge units, the Mulliken charges are:
1 Fe 0.901
2 N -0.535
3 C 0.347
4 S -0.498
5 N -1.302
6 N 0.973
7 C -0.944
8 C 0.776
9 C -0.525
10 C -0.651
11 C -0.371
12 C -0.527
13 C 0.431
14 O -0.932
15 H 0.279
16 H 0.271
17 H 0.245
18 H 0.303
19 H 0.355
20 H 0.333
21 H 0.357
22 I -0.358
23 C -1.433
24 H 0.419
25 H 0.525
26 C -1.776
27 C 0.092
28 C -0.874
29 C 0.484
30 C -1.592
31 C -0.905
32 C 0.186
33 C -0.329
34 N 1.065
35 C 1.340
36 C -1.007
37 C 0.444
38 C -1.658
39 C 0.703
40 C -1.593
41 C 0.449
42 C -1.431
43 C -0.772
44 C -1.235
45 H 0.370
46 H 0.338
47 H 0.316
48 H 0.163
49 H 0.368
50 H 0.346
51 H 0.285
52 H 0.778
53 H 0.594
54 H 0.327
55 H 0.367
56 H 0.285
57 H 0.505
58 H 0.556
59 H 0.397
60 H 0.430
61 H 0.563
62 H 0.279
63 H 0.531
64 H 0.530
65 H 0.090
66 H 0.524
67 H -0.643
68 H -0.328



- Which of these has the lowest charge?
  C27H33FeIN4OS